No. 1
{"formula": "C6H12O", "method": "ωB97M-V with the def2-TZVPD basis set", "symbols": ["C", "C", "C", "C", "C", "C", "O", "H", "H", "H", "H", "H", "H", "H", "H", "H", "H", "H", "H"], "positions_angstrom": [[-2.248, -1.203, 0.318], [-0.859, -1.131, -0.308], [-0.015, 0.046, 0.200], [1.416, -0.026, -0.350], [2.343, 1.036, 0.230], [-0.670, 1.353, -0.187], [-1.103, 2.170, 0.591], [-2.815, -2.055, -0.073], [-2.187, -1.307, 1.407], [-2.820, -0.293, 0.107], [-0.299, -2.051, -0.101], [-0.954, -1.067, -1.402], [0.016, 0.023, 1.296], [1.398, 0.066, -1.445], [1.800, -1.030, -0.132], [3.355, 0.943, -0.177], [2.411, 0.957, 1.321], [1.977, 2.042, -0.006], [-0.745, 1.526, -1.288]], "atomic_forces_ev_per_a": [[-0.07, 0.03, 0.03], [0.00, -0.04, -0.08], [-0.01, 0.02, 0.11], [0.01, -0.04, -0.07], [0.05, 0.10, 0.04], [-0.08, 0.14, 0.25], [0.19, -0.34, -0.40], [0.09, 0.13, 0.06], [0.00, 0.02, -0.15], [0.03, -0.13, 0.05], [-0.11, 0.10, -0.05], [0.06, 0.01, 0.12], [0.00, 0.00, -0.09], [-0.07, -0.04, 0.13], [0.00, 0.15, -0.04], [-0.15, 0.01, 0.05], [-0.04, 0.00, -0.15], [0.09, -0.10, 0.06], [0.00, 0.00, 0.12]], "e_tot_ev": -8463.9802, "fmax_ev_per_a": 0.6, "orbital_gap_ev": 10.795, "e_above_lowest_kj_mol": 36.1, "molar_mass_g_mol": 100.2, "smiles": "CCC(C=O)CC"}

=====

No. 2
{"formula": "C19H66N6O14", "method": "ωB97M-V with the def2-TZVPD basis set", "symbols": ["C", "C", "O", "H", "H", "H", "H", "H", "H", "C", "C", "O", "H", "H", "H", "H", "H", "H", "C", "C", "O", "H", "H", "H", "H", "H", "H", "C", "C", "O", "H", "H", "H", "H", "H", "H", "C", "C", "O", "H", "H", "H", "H", "H", "H", "C", "O", "N", "N", "H", "H", "H", "H", "C", "O", "N", "N", "H", "H", "H", "H", "C", "O", "N", "N", "H", "H", "H", "H", "C", "O", "H", "H", "H", "H", "C", "O", "H", "H", "H", "H", "C", "O", "H", "H", "H", "H", "C", "O", "H", "H", "H", "H", "C", "O", "H", "H", "H", "H", "C", "O", "H", "H", "H", "H"], "positions_angstrom": [[-2.091, -2.012, 3.737], [-3.532, -1.901, 3.308], [-4.412, -1.792, 4.419], [-1.952, -2.941, 4.274], [-1.829, -1.232, 4.448], [-1.494, -1.920, 2.864], [-3.794, -2.770, 2.727], [-3.590, -0.994, 2.835], [-3.926, -2.159, 5.184], [4.590, -4.029, -4.428], [3.390, -4.117, -3.449], [2.629, -2.886, -3.315], [4.240, -3.966, -5.463], [5.289, -4.884, -4.326], [5.122, -3.143, -4.349], [3.766, -4.374, -2.482], [2.739, -5.010, -3.770], [2.080, -3.074, -2.578], [0.544, 5.562, -0.458], [-0.640, 4.640, -0.465], [-1.737, 5.164, -1.039], [1.353, 5.245, 0.165], [0.186, 6.567, -0.163], [0.934, 5.596, -1.429], [-1.044, 4.458, 0.524], [-0.333, 3.646, -0.708], [-1.551, 5.072, -1.964], [3.052, 1.749, 0.336], [3.497, 0.440, 0.928], [4.840, 0.251, 0.653], [2.618, 1.566, -0.614], [3.818, 2.509, 0.221], [2.186, 2.193, 0.857], [2.922, -0.341, 0.508], [3.349, 0.375, 1.996], [4.975, -0.649, 0.464], [-3.567, 2.777, 0.675], [-2.545, 1.990, 1.517], [-2.636, 0.580, 1.095], [-3.343, 3.852, 0.851], [-4.586, 2.561, 0.977], [-3.411, 2.634, -0.426], [-2.797, 2.072, 2.572], [-1.531, 2.389, 1.414], [-1.742, 0.208, 1.005], [1.701, -3.149, 0.805], [1.684, -3.465, -0.523], [0.557, -3.187, 1.468], [2.745, -2.911, 1.584], [-0.313, -3.405, 0.983], [0.526, -3.298, 2.475], [3.677, -2.878, 1.141], [2.700, -2.309, 2.435], [0.164, 0.034, -0.201], [0.000, 1.309, -0.607], [0.076, -0.372, 1.013], [0.390, -0.930, -1.087], [0.099, 0.254, 1.773], [0.312, -1.380, 1.226], [0.182, -0.639, -2.080], [0.597, -1.918, -0.907], [0.180, 0.712, 4.877], [0.031, 0.701, 3.522], [1.336, 0.435, 5.505], [-0.807, 0.979, 5.698], [1.978, -0.070, 4.854], [1.385, 0.246, 6.510], [-1.706, 1.201, 5.260], [-0.738, 1.207, 6.722], [0.655, 2.963, -3.102], [0.925, 4.168, -3.838], [1.088, 2.174, -3.652], [-0.333, 2.652, -2.788], [1.217, 3.008, -2.135], [1.691, 4.709, -3.483], [-2.705, -2.574, -0.040], [-1.839, -3.662, 0.267], [-3.729, -2.810, 0.199], [-2.711, -2.289, -1.097], [-2.402, -1.640, 0.323], [-2.161, -4.018, 1.087], [-0.405, -3.838, -3.169], [-1.648, -4.414, -2.818], [0.419, -4.315, -2.646], [-0.371, -2.777, -3.034], [-0.121, -3.978, -4.225], [-1.683, -4.523, -1.871], [-2.836, 0.698, -2.317], [-2.823, 0.528, -3.679], [-3.889, 0.808, -1.999], [-2.167, 1.547, -2.002], [-2.277, -0.138, -1.743], [-3.372, -0.223, -3.904], [0.756, 3.640, 2.981], [0.419, 4.982, 2.583], [1.855, 3.407, 3.106], [0.477, 2.982, 2.133], [0.120, 3.280, 3.840], [-0.548, 5.066, 2.592], [0.580, -0.476, -4.730], [-0.110, -0.092, -3.587], [0.326, 0.209, -5.553], [0.179, -1.515, -4.905], [1.671, -0.504, -4.589], [-1.038, -0.102, -3.784]], "atomic_forces_ev_per_a": [[-0.73, -0.16, 0.99], [0.56, -1.01, 1.91], [0.40, -0.51, 1.04], [0.38, -0.58, -0.07], [0.03, 0.31, -0.19], [0.91, -0.04, -0.66], [-0.31, -0.14, -0.61], [-0.59, 1.90, -1.99], [-0.67, 0.22, -0.44], [-1.61, -1.22, -0.45], [-0.31, -0.68, -1.07], [1.60, -1.00, -1.76], [-0.14, -0.46, 0.01], [-0.60, 0.41, 0.03], [1.16, 1.76, 0.81], [0.29, -0.18, 0.82], [0.60, 1.36, 0.33], [-0.88, 0.12, 1.39], [-0.97, 0.86, 0.85], [1.43, -0.87, 3.70], [-1.82, 0.65, -2.22], [0.27, -0.26, 0.69], [0.46, -0.39, -0.09], [0.55, 0.36, -1.74], [0.66, 0.12, 0.99], [-0.10, -0.80, -1.09], [-0.54, 0.37, -1.21], [-1.16, 0.72, 0.59], [-0.30, 1.04, 0.39], [1.34, 1.06, -0.02], [-0.10, -0.17, -1.21], [0.33, -0.16, 0.30], [0.47, -0.18, 0.17], [-0.83, -0.94, -0.63], [-0.21, 0.28, 0.78], [0.51, -1.58, -0.46], [1.41, 0.79, -0.19], [-0.67, -0.95, -1.22], [0.14, 0.95, 0.60], [-0.45, -0.45, -0.09], [-0.12, -0.11, -0.11], [-0.19, -0.10, 1.10], [-0.16, -0.16, 0.27], [-0.13, -0.30, -0.36], [-0.34, 0.43, 0.19], [-0.79, -2.67, -5.83], [0.82, 1.68, 6.00], [-1.61, -0.20, 1.17], [3.33, 1.23, 0.61], [0.18, -0.02, -0.44], [0.29, 0.14, -0.27], [-1.05, -0.11, 0.24], [-0.37, -0.94, -1.27], [-0.13, 5.08, -4.97], [0.41, -4.78, 2.07], [0.22, -2.66, 3.53], [-0.32, -0.13, -2.48], [0.17, 0.88, 1.00], [-0.63, 1.97, -0.27], [0.67, -0.41, 0.99], [-0.12, 0.71, 0.19], [0.08, -0.25, -5.47], [0.83, -0.16, 6.71], [1.94, -1.20, -1.40], [-3.14, 1.27, 1.61], [-0.47, 0.87, 1.31], [-0.09, 0.03, -0.90], [0.65, -0.04, 0.32], [0.24, -0.51, -1.86], [2.50, 0.75, 1.83], [-0.03, 1.27, 0.21], [0.30, -1.16, -0.63], [-0.69, 0.89, -0.60], [-0.43, -0.19, -0.66], [-1.56, -1.50, -0.27], [-0.70, 0.01, -1.72], [0.04, 0.19, -0.64], [-0.31, 0.02, 0.36], [0.28, -1.08, -0.30], [0.48, 1.11, 1.64], [-0.33, -0.50, 0.50], [0.76, -0.68, -0.57], [-0.14, 0.04, -0.88], [0.04, 0.05, 0.43], [-0.09, 0.78, 0.46], [-0.80, -0.29, 0.14], [0.13, 0.05, 0.49], [1.09, -0.24, 3.01], [0.61, -0.23, -1.97], [0.70, 0.07, 0.50], [-1.04, -0.39, -0.61], [-1.23, 0.78, -0.82], [-0.20, -0.12, -0.10], [-0.93, -1.07, -0.80], [0.56, -0.23, 0.90], [-1.14, 1.09, 0.26], [0.05, 0.04, 0.40], [0.98, 0.49, -0.55], [0.52, -0.18, -0.04], [-0.47, -1.49, -1.06], [0.76, 0.80, 1.21], [0.21, -0.34, -0.03], [1.01, 0.78, -0.80], [-0.52, 0.02, 0.25], [-1.11, 0.36, -0.21]], "e_tot_ev": -58374.2764, "fmax_ev_per_a": 7.1, "orbital_gap_ev": 8.372, "e_above_lowest_kj_mol": 65.0, "molar_mass_g_mol": 602.8}

=====

No. 3
{"formula": "CH9N2O", "method": "ωB97M-V with the def2-TZVPD basis set", "symbols": ["O", "H", "H", "H", "N", "C", "N", "H", "H", "H", "H", "H", "H"], "positions_angstrom": [[1.108, -1.375, -1.285], [1.484, -0.626, -1.765], [-0.731, -1.335, 1.189], [1.219, -2.221, -1.769], [-0.823, -0.643, 0.402], [-0.415, 0.724, 0.940], [0.231, 1.454, -0.153], [-1.855, -0.628, 0.244], [-0.288, -0.856, -0.485], [0.252, 0.680, 1.794], [-1.422, 1.111, 1.132], [0.020, 2.444, -0.176], [1.221, 1.271, -0.069]], "atomic_forces_ev_per_a": [[0.15, -0.57, -0.14], [0.06, -0.41, -0.36], [0.44, -0.30, -0.56], [0.09, 0.94, 0.11], [0.31, 0.41, 0.85], [-0.67, 0.35, -1.68], [-0.23, -0.72, 0.32], [-0.17, 0.08, -0.41], [-0.28, -0.39, 1.01], [-0.44, -0.56, 0.27], [0.51, 0.71, 0.57], [0.08, -0.07, 0.18], [0.14, 0.53, -0.17]], "e_tot_ev": -6207.1635, "fmax_ev_per_a": 1.8, "orbital_gap_ev": [3.768, 10.863], "e_above_lowest_kj_mol": 38.8, "spin_multiplicity": 2, "molar_mass_g_mol": 65.1}

=====

No. 4
{"formula": "C32H64O36S8", "method": "ωB97M-V with the def2-TZVPD basis set", "symbols": ["C", "C", "C", "O", "C", "H", "H", "H", "H", "H", "H", "H", "H", "C", "C", "C", "O", "C", "H", "H", "H", "H", "H", "H", "H", "H", "C", "C", "C", "O", "C", "H", "H", "H", "H", "H", "H", "H", "H", "C", "C", "C", "O", "C", "H", "H", "H", "H", "H", "H", "H", "H", "C", "C", "O", "S", "O", "O", "O", "H", "H", "H", "H", "C", "C", "O", "S", "O", "O", "O", "H", "H", "H", "H", "C", "C", "O", "S", "O", "O", "O", "H", "H", "H", "H", "C", "C", "O", "S", "O", "O", "O", "H", "H", "H", "H", "C", "C", "O", "S", "O", "O", "O", "H", "H", "H", "H", "C", "C", "O", "S", "O", "O", "O", "H", "H", "H", "H", "C", "C", "O", "S", "O", "O", "O", "H", "H", "H", "H", "C", "C", "O", "S", "O", "O", "O", "H", "H", "H", "H"], "positions_angstrom": [[-3.178, 6.063, 1.228], [-2.079, 6.377, 0.190], [-0.918, 5.452, 0.552], [-1.541, 4.243, 0.972], [-2.921, 4.497, 1.352], [-4.160, 6.381, 0.877], [-2.988, 6.587, 2.165], [-1.774, 7.420, 0.111], [-2.257, 6.041, -0.832], [-0.293, 5.827, 1.362], [-0.271, 5.400, -0.324], [-3.165, 4.067, 2.323], [-3.541, 4.024, 0.590], [0.739, 0.143, -0.745], [0.483, -1.301, -0.468], [0.034, -1.361, 1.040], [-0.423, 0.016, 1.269], [-0.373, 0.783, 0.019], [0.785, 0.447, -1.791], [1.620, 0.476, -0.196], [1.341, -1.946, -0.655], [-0.351, -1.594, -1.106], [0.931, -1.566, 1.623], [-0.826, -2.012, 1.201], [-0.141, 1.828, 0.224], [-1.329, 0.818, -0.503], [0.046, 5.512, -4.343], [0.142, 5.141, -2.891], [0.316, 3.638, -2.942], [-0.247, 3.198, -4.163], [-0.181, 4.212, -5.156], [1.037, 5.920, -4.544], [-0.514, 6.433, -4.505], [-0.739, 5.415, -2.310], [0.910, 5.657, -2.315], [-0.247, 3.149, -2.147], [1.338, 3.341, -2.705], [-1.131, 4.191, -5.689], [0.562, 3.950, -5.909], [-3.995, -3.576, 0.399], [-4.562, -4.201, -0.835], [-3.777, -5.512, -1.166], [-3.045, -5.743, 0.058], [-2.791, -4.431, 0.644], [-4.688, -3.801, 1.209], [-3.718, -2.522, 0.381], [-4.797, -3.520, -1.653], [-5.535, -4.649, -0.632], [-3.125, -5.365, -2.026], [-4.471, -6.329, -1.362], [-1.868, -4.067, 0.193], [-2.514, -4.475, 1.697], [1.044, -7.244, -0.164], [0.331, -6.175, -1.056], [1.009, -4.978, -0.851], [1.813, -4.897, 0.591], [0.941, -4.169, 1.589], [3.282, -4.620, 0.587], [1.673, -6.564, 0.883], [1.656, -8.027, -0.613], [0.245, -7.875, 0.226], [-0.676, -6.030, -0.664], [0.272, -6.490, -2.098], [-3.993, 0.236, -0.609], [-5.239, 0.093, -1.313], [-4.969, -0.255, -2.700], [-3.397, -0.675, -2.911], [-2.711, 0.462, -3.469], [-3.301, -2.037, -3.511], [-3.216, -0.717, -1.236], [-4.032, -0.129, 0.417], [-3.554, 1.233, -0.651], [-5.852, 0.989, -1.414], [-5.791, -0.775, -0.952], [4.713, -1.921, -0.173], [5.556, -0.692, -0.513], [5.555, 0.118, 0.601], [4.163, -0.050, 1.555], [3.199, 1.017, 1.394], [4.475, -0.403, 2.975], [3.732, -1.495, 0.731], [5.485, -2.594, 0.199], [4.141, -2.323, -1.009], [5.038, -0.113, -1.277], [6.584, -0.935, -0.783], [0.280, -0.177, -5.036], [-0.444, -1.014, -6.015], [-0.272, -2.391, -5.805], [0.973, -2.600, -4.634], [2.049, -3.418, -5.167], [0.359, -2.913, -3.374], [1.375, -0.942, -4.700], [-0.411, -0.056, -4.201], [0.595, 0.807, -5.383], [-0.099, -0.936, -7.046], [-1.523, -0.855, -6.003], [-0.048, 2.815, 3.201], [0.840, 1.673, 3.658], [0.789, 1.655, 5.099], [-0.173, 2.810, 5.739], [0.485, 3.430, 6.864], [-1.518, 2.234, 5.927], [-0.112, 3.689, 4.311], [-1.053, 2.500, 2.921], [0.355, 3.357, 2.346], [1.851, 1.895, 3.316], [0.595, 0.653, 3.361], [3.367, -1.334, 5.785], [2.385, -2.129, 4.880], [1.115, -1.651, 5.314], [1.009, -1.578, 7.017], [0.890, -2.951, 7.587], [0.091, -0.523, 7.415], [2.605, -1.099, 6.990], [3.682, -0.358, 5.418], [4.281, -1.865, 6.054], [2.477, -3.211, 4.974], [2.663, -1.914, 3.848], [-2.585, -0.648, 3.232], [-1.804, -1.209, 4.448], [-2.771, -1.715, 5.321], [-4.081, -2.321, 4.496], [-5.364, -2.052, 5.164], [-3.768, -3.666, 4.057], [-3.905, -1.162, 3.334], [-2.250, -0.875, 2.220], [-2.535, 0.406, 3.504], [-1.225, -0.493, 5.030], [-1.140, -1.998, 4.096], [6.253, 2.368, -3.628], [6.000, 3.816, -3.734], [4.585, 3.927, -3.603], [3.762, 2.451, -3.856], [2.950, 2.473, -5.033], [3.270, 1.887, -2.576], [5.153, 1.702, -4.281], [6.267, 2.014, -2.597], [7.166, 2.123, -4.170], [6.210, 4.269, -4.702], [6.369, 4.458, -2.934]], "atomic_forces_ev_per_a": [[1.23, -1.03, -0.59], [0.69, 0.05, 0.09], [-0.33, 0.99, 0.69], [-0.39, 0.01, 0.00], [-0.35, 1.22, -0.84], [-0.08, -0.50, 0.04], [0.17, -0.08, 0.01], [-0.07, 0.05, 0.23], [-1.08, 0.17, -0.03], [0.00, 0.17, 0.28], [-0.02, -0.91, 0.10], [0.33, 0.09, 0.06], [-0.14, -0.24, 0.05], [0.39, 0.55, 0.57], [-0.58, -1.25, 0.33], [0.31, 1.92, -2.14], [-0.06, 0.29, -0.51], [-0.09, 0.29, 0.85], [0.06, -0.18, -0.01], [0.38, -0.06, -0.50], [-0.10, -0.08, -0.09], [0.04, -0.44, -0.04], [-0.45, -0.11, 0.53], [0.43, -0.34, 0.19], [-0.02, 0.03, 0.52], [-0.18, -0.52, 0.03], [1.83, 1.36, -0.74], [-0.85, -0.11, 1.06], [-0.47, -0.25, 1.12], [0.39, -0.54, 0.10], [-0.80, 0.41, 0.55], [0.38, -0.32, -0.58], [-0.92, -0.59, -0.32], [-0.50, -0.25, -0.39], [0.50, -0.10, -0.45], [-0.26, -0.06, 0.04], [0.31, -0.11, -0.85], [-0.19, 0.15, 0.11], [0.50, 0.37, 0.21], [0.06, -0.63, 0.78], [-1.91, -1.05, -1.50], [0.34, 1.62, 0.76], [-0.20, 0.47, 0.12], [1.46, -0.84, 0.02], [0.04, 0.57, 0.22], [-0.25, -0.07, -0.21], [0.67, -0.08, -0.29], [-0.36, 0.54, 0.43], [0.36, -0.15, -0.01], [0.29, -0.11, 0.16], [0.02, 0.46, -0.55], [-0.37, -0.72, 0.13], [-1.74, -0.81, -0.50], [-0.51, -1.85, 1.04], [2.56, 2.05, 0.88], [-0.42, -0.69, 2.82], [2.86, -2.10, -3.37], [-4.29, -0.32, -0.82], [0.60, 2.32, 0.11], [0.84, 0.83, -0.51], [-0.24, 0.28, 0.53], [-0.16, -0.16, -0.12], [0.40, 0.50, -0.04], [1.25, 0.67, 1.26], [-3.19, -0.28, -1.70], [1.53, -0.28, -0.84], [-1.75, -1.62, 0.70], [-0.18, -1.32, 0.44], [0.02, 4.06, 2.00], [2.84, -1.95, -2.74], [-0.28, 0.44, 0.17], [0.12, 0.08, -0.04], [-0.08, -0.13, 0.50], [-0.27, 0.29, 0.29], [1.14, 0.16, -0.70], [-1.45, 0.04, -1.95], [-1.26, 1.32, 3.69], [0.78, -2.25, 1.51], [1.52, -1.50, -0.58], [-0.24, 0.87, -4.09], [-0.30, 2.36, 2.10], [-0.89, -0.79, 0.68], [0.50, -0.11, -0.10], [0.32, -0.08, -0.62], [-0.15, 0.03, 0.06], [-1.45, 0.36, 0.70], [-1.62, 0.01, -3.06], [2.46, -1.62, 3.05], [-0.85, 1.26, -1.83], [-1.72, 1.65, 0.91], [0.69, 0.28, -0.99], [2.04, -3.14, 1.01], [0.32, 0.31, 0.46], [0.05, -0.21, -0.11], [0.09, 0.87, -0.10], [0.03, 0.31, 0.08], [-0.75, -0.70, -0.40], [0.58, -0.36, 0.18], [-0.34, 0.79, 1.02], [-0.88, -1.78, -0.85], [-0.80, -0.34, -2.06], [2.64, 1.47, -0.65], [-0.24, 0.56, 2.36], [-0.05, -0.11, 0.08], [0.09, 0.02, 0.29], [0.20, -0.16, 0.47], [-0.35, 0.38, -0.41], [-0.71, -0.45, 0.38], [1.28, 0.46, 0.83], [-1.52, -0.28, 0.71], [1.81, -1.80, -1.55], [0.33, 3.87, -1.51], [1.93, -1.86, -0.90], [-1.29, 0.00, 1.90], [-0.45, -0.05, -0.30], [-0.23, -0.29, 0.05], [-0.15, -0.01, 0.45], [-0.94, 0.41, -0.11], [0.43, 0.52, 1.03], [0.87, -1.00, -1.25], [-2.41, -1.30, 0.54], [-0.30, 1.34, 0.83], [3.19, -0.62, -1.35], [-0.38, 1.87, 0.16], [-1.19, -1.26, 0.55], [0.45, 0.18, 0.53], [-0.87, 0.40, -0.98], [-0.18, 0.21, -0.33], [0.12, -0.22, 0.30], [0.73, -1.28, -0.03], [-1.32, 1.42, -0.19], [-3.02, -1.44, 0.17], [1.75, -0.54, 1.50], [0.26, 0.39, 1.18], [1.19, 1.74, -3.02], [-0.69, 0.55, 0.25], [0.28, 0.11, 0.06], [-0.13, -0.42, 0.18], [0.51, -0.29, -0.06], [0.51, -0.38, -0.03]], "e_tot_ev": -194598.6475, "fmax_ev_per_a": 4.9, "orbital_gap_ev": 9.637, "e_above_lowest_kj_mol": 0.0, "molar_mass_g_mol": 1281.4, "smiles": "O=S1(=O)OCCO1.O=S1(=O)OCCO1.O=S1(=O)OCCO1.O=S1(=O)OCCO1.O=S1(=O)OCCO1.O=S1(=O)OCCO1.O=S1(=O)OCCO1.O=S1(=O)OCCO1.C1CCOC1.C1CCOC1.C1CCOC1.C1CCOC1"}